[1]
Entry from OMol25: one molecule with the formula C4H4I2Si in a non-equilibrium geometry (wB97M-V/def2-TZVPD).

```
11
Properties=species:S:1:pos:R:3:forces:R:3:lowdin_charge:R:1
I -2.535 -2.200 0.002 0.422 0.396 -0.077 0.77
C -0.853 -0.930 -0.036 -0.088 0.445 0.082 -0.85
C 0.242 -1.200 0.711 -0.830 4.217 -3.204 -0.21
C 1.341 -0.183 0.606 -4.142 1.183 -2.148 -0.14
C 1.066 0.930 -0.100 -1.345 -0.461 0.135 -0.21
Si -0.687 0.840 -0.805 1.134 -1.161 1.525 0.13
I -2.326 2.355 0.100 -0.118 0.048 0.067 0.45
H 0.285 -2.052 1.207 0.617 -3.676 2.514 0.03
H 2.270 -0.334 0.907 4.021 -1.086 1.770 0.05
H 1.757 1.694 -0.377 0.649 0.269 0.195 0.05
H -0.560 1.080 -2.214 -0.320 -0.174 -0.858 -0.06
```
Positions in Å, forces in eV/Å.

The electronic energy is -1039.677642 Eh. As for the SMILES: IC1=CC=C[Si@@H]1I. The calculation puts the HOMO energy at -8.8 eV. As for the total charge: 0. The energy above the lowest of the compared OMol25 structures with the same formula, charge and spin comes out at 0.00 kcal/mol. The frontier orbital gap is 8.43 eV.

[2]
Entry from OMol25: one molecule with the formula C4H4IN in a non-equilibrium geometry (wB97M-V/def2-TZVPD).

```
10
Properties=species:S:1:pos:R:3:forces:R:3:lowdin_charge:R:1
C 1.321 -0.756 1.425 -0.551 0.245 -0.481 -0.32
C 0.860 -0.941 0.059 -0.607 0.406 -0.536 -0.46
C 1.532 -1.965 -0.474 0.870 0.116 2.052 -0.56
C -0.184 -0.082 -0.587 0.043 -0.042 0.010 -0.07
N 2.221 -1.521 1.834 0.184 -1.038 -1.571 0.21
I 1.550 -2.932 -2.262 0.059 0.085 0.251 0.87
H 0.870 0.015 2.061 0.146 0.082 0.325 0.11
H -0.335 -0.331 -1.636 0.068 -0.028 0.032 0.06
H 0.130 0.959 -0.510 -0.118 0.111 -0.085 0.08
H -1.133 -0.195 -0.064 -0.094 0.065 0.004 0.08
```
Positions in Å, forces in eV/Å.

The electronic energy is -507.058736 Eh. The calculation puts the HOMO energy (spin up / spin down) at -8.2 / -8.2 eV. As for the total charge: 0. The energy above the lowest of the compared OMol25 structures with the same formula, charge and spin comes out at 121.86 kcal/mol. The frontier orbital gap (spin up / spin down) is 6.30 / 6.30 eV.

[3]
Entry from OMol25: C4H4KO5 as an isolated structure in a non-equilibrium geometry (wB97M-V/def2-TZVPD).

```
14
Properties=species:S:1:pos:R:3:forces:R:3:lowdin_charge:R:1
O -2.190 -0.163 0.721 -0.214 -0.531 0.360 0.02
C -1.859 0.967 0.101 -0.231 0.983 0.265 -0.66
C -1.417 -1.248 0.091 -0.016 0.155 -0.028 -0.22
O -2.182 2.068 0.498 0.061 -0.497 -0.198 0.07
O -1.143 0.742 -0.987 0.438 -0.189 -0.368 -0.11
C -1.114 -0.745 -1.293 -0.405 -0.273 -0.161 -0.28
H -2.023 -2.161 0.110 0.119 0.172 -0.019 0.11
H -0.539 -1.374 0.744 -0.133 0.019 -0.130 0.10
H -2.011 -0.880 -1.921 0.043 0.006 0.187 0.04
O 2.138 0.387 1.154 0.084 -1.919 0.188 -0.20
C 3.344 0.556 0.825 -2.479 4.490 0.065 -0.65
O 3.727 0.715 -0.361 1.410 -1.272 0.160 -0.23
H 3.767 1.231 1.642 1.409 -1.291 -0.228 0.12
K 1.501 -0.095 -1.321 -0.086 0.148 -0.093 0.89
```
Positions in Å, forces in eV/Å.

The electronic energy is -1131.009526 Eh. The calculation puts the HOMO energy at -3.7 eV. As for the total charge: -1. The energy above the lowest of the compared OMol25 structures with the same formula, charge and spin comes out at 8.06 kcal/mol. The frontier orbital gap is 6.16 eV.

Copy entry 1 word for word.
Entry from OMol25: one molecule with the formula C4H4I2Si in a non-equilibrium geometry (wB97M-V/def2-TZVPD).

```
11
Properties=species:S:1:pos:R:3:forces:R:3:lowdin_charge:R:1
I -2.535 -2.200 0.002 0.422 0.396 -0.077 0.77
C -0.853 -0.930 -0.036 -0.088 0.445 0.082 -0.85
C 0.242 -1.200 0.711 -0.830 4.217 -3.204 -0.21
C 1.341 -0.183 0.606 -4.142 1.183 -2.148 -0.14
C 1.066 0.930 -0.100 -1.345 -0.461 0.135 -0.21
Si -0.687 0.840 -0.805 1.134 -1.161 1.525 0.13
I -2.326 2.355 0.100 -0.118 0.048 0.067 0.45
H 0.285 -2.052 1.207 0.617 -3.676 2.514 0.03
H 2.270 -0.334 0.907 4.021 -1.086 1.770 0.05
H 1.757 1.694 -0.377 0.649 0.269 0.195 0.05
H -0.560 1.080 -2.214 -0.320 -0.174 -0.858 -0.06
```
Positions in Å, forces in eV/Å.

The electronic energy is -1039.677642 Eh. As for the SMILES: IC1=CC=C[Si@@H]1I. The calculation puts the HOMO energy at -8.8 eV. As for the total charge: 0. The energy above the lowest of the compared OMol25 structures with the same formula, charge and spin comes out at 0.00 kcal/mol. The frontier orbital gap is 8.43 eV.